No. 1
The following is a DFT calculation (wB97M-V/def2-TZVPD) of C11H16BClN6Pd as an isolated structure at a distorted geometry.

Summary:
<S²>: 6.093
M: 384.98 g mol⁻¹
Maximum force: 3.8 eV Å⁻¹
E_HOMO (spin up / spin down): -23.773 / -23.621 eV

ORCA input file:
```
! RIJCOSX wB97M-V def2-TZVPD def2/J DEFGRID3
* xyz 4 5
Pd 1.085 0.234 0.514
Cl 4.176 0.253 0.439
N -0.816 -1.236 -1.326
N -1.879 0.725 -0.151
N -0.712 1.401 0.158
N -1.445 -1.366 1.217
N 0.490 -0.800 -1.195
N -0.236 -0.880 1.710
C -2.288 2.899 -0.389
C 1.196 -1.190 -2.263
C -2.831 1.617 -0.495
C 2.771 -0.565 1.095
C -0.917 -1.923 -2.484
C 0.051 -1.505 2.855
C -1.889 -2.321 2.070
C 2.582 2.963 -0.544
C -0.965 -2.431 3.128
C -0.947 2.721 0.019
C 0.344 -1.924 -3.110
B -1.891 -0.848 -0.208
H 0.614 -2.390 -4.047
H -1.007 -3.080 3.993
H 2.564 3.143 0.543
H -2.973 -1.263 -0.529
H -3.796 1.246 -0.810
H 2.679 -1.524 0.567
H 0.974 -1.224 3.375
H -1.885 -2.363 -2.756
H 2.728 -0.585 2.199
H 1.945 3.706 -1.054
H -2.786 3.833 -0.575
H -0.179 3.454 0.222
H 2.241 -0.899 -2.348
H -2.797 -2.867 1.853
H 2.176 1.957 -0.764
H 3.620 3.031 -0.909
*
```

These are the Mulliken partial charges, in e, on atoms 1 to 4:
1 Pd 0.5155
2 Cl 0.1212
3 N 0.0635
4 N 0.2646

---

No. 2
The following is a DFT calculation (wB97M-V/def2-TZVPD) of a 2-piece molecular cluster, C9H14O overall at a distorted geometry.

Summary:
SMILES: Cc1ccc(O)cc1.CC
M: 138.21 g mol⁻¹
Maximum force: 4.8 eV Å⁻¹
E_HOMO: -8.598 eV

ORCA input file:
```
! RIJCOSX wB97M-V def2-TZVPD def2/J DEFGRID3
* xyz 0 1
O 1.878 -0.509 2.194
C -1.541 0.820 1.636
C 0.861 0.261 1.720
C 1.030 1.190 0.734
C -1.367 1.652 0.605
C 1.571 -2.933 -1.512
C -0.452 0.051 2.234
C 0.680 -1.978 -2.222
C -2.382 2.458 -0.080
C -0.081 1.922 0.203
H 2.468 -3.344 -2.011
H -1.984 3.107 -0.872
H 0.223 2.621 -0.582
H 0.966 -3.847 -1.491
H 0.744 -0.984 -1.886
H -0.808 -0.701 3.024
H -2.921 3.081 0.773
H -0.325 -2.348 -1.940
H -2.480 0.596 1.975
H 1.904 1.459 0.178
H 0.597 -1.960 -3.338
H 2.676 -0.068 1.938
H 1.836 -2.411 -0.589
H -3.096 1.865 -0.690
*
```

These are the Mulliken partial charges, in e, on atoms 1 to 4:
1 O -0.5498
2 C -0.4919
3 C 0.7507
4 C -0.4800

---

No. 3
The following is a DFT calculation (wB97M-V/def2-TZVPD) of one molecule with the formula C5H8OS2 at a distorted geometry.

Summary:
SMILES: S[C@@H]1[C@H]2OCC[C@]12S
M: 148.25 g mol⁻¹
Maximum force: 4.6 eV Å⁻¹
E_HOMO: -8.760 eV

ORCA input file:
```
! RIJCOSX wB97M-V def2-TZVPD def2/J DEFGRID3
* xyz 0 1
S 2.512 0.006 0.065
S -1.501 -1.635 0.067
O -0.934 1.089 -1.249
C -1.341 1.811 0.137
C 0.215 0.551 -0.808
C 0.908 -0.708 -0.412
C -0.204 -0.325 0.436
C -0.710 0.826 1.395
H 0.956 -1.876 -0.670
H -0.659 2.776 0.258
H -0.094 1.431 2.103
H -1.956 -0.950 -1.111
H -1.655 0.558 2.058
H -2.620 2.190 0.104
H 3.249 -0.927 1.038
H 0.863 1.226 -0.378
*
```

These are the Mulliken partial charges, in e, on atoms 1 to 4:
1 S -0.3644
2 S -0.2636
3 O -0.4409
4 C -0.3474

---

No. 4
The following is a DFT calculation (wB97M-V/def2-TZVPD) of C16H18IKN8O8S2Se as an isolated structure.

Summary:
M: 759.46 g mol⁻¹
Maximum force: 0.6 eV Å⁻¹
E_HOMO: -2.914 eV

ORCA input file:
```
! RIJCOSX wB97M-V def2-TZVPD def2/J DEFGRID3
* xyz -2 1
I 2.526 -3.045 1.522
Se 1.531 -1.591 -3.924
K 0.381 -0.927 -0.948
S -1.538 2.209 -2.978
S -3.784 0.346 -2.383
O 2.167 -2.223 -2.528
O 0.494 -0.371 -3.500
O 5.546 0.551 0.422
O 0.762 -2.723 -4.794
O 4.748 2.436 1.088
O -1.104 -0.447 1.227
O -1.341 -1.667 3.382
O 2.782 -0.880 -4.732
N 2.232 -0.140 1.343
N 4.045 1.699 -0.831
N 4.802 1.533 0.250
N -2.926 0.655 0.324
N 4.428 -0.563 -1.681
N -2.027 1.254 -0.553
N 2.426 2.149 -2.942
N 3.206 0.981 -2.804
C -3.501 0.786 -4.126
C -2.391 1.262 -1.764
C 2.240 -1.092 2.252
C -4.838 -1.667 4.338
C -2.029 1.111 -4.328
C 3.919 0.685 -1.736
C -4.594 -0.411 2.313
C -2.657 -1.409 3.337
C 1.843 1.430 3.100
C -3.477 -1.913 4.351
C 2.048 -0.895 3.609
C 2.036 1.110 1.766
C -5.408 -0.913 3.316
C 1.842 0.408 4.032
C -2.340 -0.103 1.214
C -3.222 -0.644 2.301
H -0.981 -1.237 2.535
H -1.863 1.643 -5.265
H 2.499 2.651 -2.062
H -6.474 -0.723 3.303
H 1.691 2.460 3.389
H 2.040 1.875 1.000
H -4.128 1.640 -4.388
H 4.910 -0.771 -0.821
H 3.822 -1.285 -2.092
H 1.470 1.809 -3.058
H 2.036 -1.728 4.295
H 1.675 0.615 5.082
H -1.383 0.233 -4.292
H -3.794 -0.072 -4.732
H -5.002 0.178 1.502
H -5.461 -2.069 5.131
H -3.015 -2.500 5.135
H 3.129 0.299 -3.599
*
```

These are the Mulliken partial charges, in e, on atoms 1 to 4:
1 I 0.0605
2 Se 1.0482
3 K 0.7707
4 S -0.1931

---

Q: Look up the M of the third one.
A: 148.25 g mol⁻¹

---

Q: The highest M belongs to which entry?
A: C16H18IKN8O8S2Se

---

Q: What is the M in the fourth record?
A: 759.46 g mol⁻¹